(1)
ORCA calculation (ωB97M-V/def2-TZVPD) on a molecular structure, C28H48Cl2OOsP2.

Structure (ORCA input):
```
! RIJCOSX wB97M-V def2-TZVPD def2/J DEFGRID3
* xyz 0 5
P 0.153 -0.995 -1.247
C 1.701 -0.362 -2.152
C 1.951 -0.761 -3.613
C 3.350 -0.315 -4.069
C 3.632 1.169 -3.812
C 3.263 1.612 -2.388
C 1.853 1.157 -1.982
C -1.269 -0.101 -2.114
C -1.174 0.063 -3.634
C -2.490 0.609 -4.197
C -2.913 1.923 -3.523
C -2.870 1.857 -1.989
C -1.563 1.248 -1.445
C -0.021 -2.674 -2.050
C 1.178 -3.562 -1.676
C 1.077 -4.951 -2.322
C -0.263 -5.643 -2.043
C -1.465 -4.740 -2.347
C -1.357 -3.349 -1.701
H 2.491 -0.845 -1.542
H 1.199 -0.297 -4.266
H 1.859 -1.847 -3.756
H 3.464 -0.531 -5.138
H 4.101 -0.920 -3.542
H 4.694 1.373 -3.993
H 3.073 1.780 -4.536
H 3.989 1.188 -1.678
H 3.331 2.704 -2.307
H 1.657 1.453 -0.941
H 1.118 1.676 -2.618
H -2.130 -0.761 -1.910
H -3.279 -0.143 -4.057
H -0.935 -0.890 -4.130
H -0.366 0.770 -3.874
H -2.385 0.765 -5.277
H -3.925 2.188 -3.850
H -2.252 2.732 -3.868
H -3.006 2.863 -1.572
H -3.714 1.247 -1.633
H -1.646 1.114 -0.357
H -0.732 1.947 -1.623
H -0.009 -2.502 -3.139
H 2.126 -3.097 -1.984
H 1.212 -3.658 -0.579
H 1.207 -4.854 -3.412
H 1.900 -5.576 -1.955
H -0.300 -5.953 -0.990
H -0.333 -6.557 -2.640
H -2.387 -5.223 -2.004
H -1.550 -4.620 -3.439
H -2.203 -2.741 -2.049
H -1.445 -3.425 -0.606
Os -0.341 -0.158 3.070
Cl -1.818 -0.941 1.572
Cl 1.719 0.116 2.195
C -1.172 1.458 3.388
H -2.012 1.413 4.123
C -0.925 2.841 2.978
C -1.427 3.969 3.705
C -1.202 5.252 3.230
C -0.459 5.461 2.058
C 0.073 4.371 1.361
C -0.149 3.079 1.822
H -1.978 3.805 4.634
H -1.603 6.110 3.771
H 0.666 4.527 0.463
H 0.306 2.230 1.320
H -0.287 6.468 1.695
C -0.884 -1.011 7.636
P 0.131 -0.218 6.380
C -0.175 1.537 6.666
C 1.822 -0.747 6.614
O -0.363 -0.725 4.999
H -1.340 -1.907 7.210
H -1.672 -0.328 7.973
H -0.264 -1.284 8.499
H -0.009 1.770 7.731
H 0.486 2.165 6.060
H -1.221 1.784 6.426
H 2.001 -1.655 6.023
H 2.511 0.041 6.287
H 1.990 -0.966 7.676
*
```

The LUMO energy (spin up / spin down) is -0.07 / -0.52 eV. Its molar mass is 723.8 g mol⁻¹. The HOMO-LUMO gap (spin up / spin down) comes out at 0.2046 / 0.2522 Ha.



(2)
ORCA calculation (ωB97M-V/def2-TZVPD) on 10 unconnected molecules or ions with the total composition C28H48O36S6.

Structure (ORCA input):
```
! RIJCOSX wB97M-V def2-TZVPD def2/J DEFGRID3
* xyz 0 1
C -5.784 -2.631 -2.479
C -5.587 -4.125 -2.203
C -4.795 -4.451 -0.912
O -5.567 -5.498 -0.322
C -6.712 -5.671 -0.951
O -7.505 -6.552 -0.664
O -6.804 -4.780 -1.967
H -6.473 -2.369 -3.281
H -4.895 -2.000 -2.462
H -6.199 -2.076 -1.637
H -5.108 -4.677 -3.011
H -4.824 -3.538 -0.317
H -3.752 -4.734 -1.056
C 0.371 -2.829 -4.630
C 0.312 -1.465 -5.324
C 1.487 -0.587 -4.890
O 2.107 -0.259 -6.100
C 1.644 -0.980 -7.131
O 2.092 -0.916 -8.267
O 0.603 -1.723 -6.703
H 0.084 -2.781 -3.579
H 1.357 -3.294 -4.628
H -0.366 -3.533 -5.019
H -0.685 -1.026 -5.343
H 2.051 -1.189 -4.177
H 1.112 0.218 -4.258
C 0.064 0.097 2.049
C -0.309 0.151 0.578
C 0.650 -0.536 -0.381
O -0.301 -1.380 -1.115
C -1.471 -1.503 -0.531
O -2.397 -2.194 -0.918
O -1.588 -0.481 0.304
H 0.083 -0.949 2.356
H -0.676 0.555 2.705
H 1.023 0.575 2.249
H -0.437 1.225 0.448
H 1.361 -1.074 0.247
H 1.186 0.150 -1.036
C 5.592 1.476 -1.116
C 5.166 2.167 0.126
C 4.484 1.223 1.150
O 5.188 1.315 2.333
C 6.364 1.986 2.084
O 7.240 2.055 2.924
O 6.386 2.452 0.813
H 5.996 2.163 -1.860
H 4.720 1.209 -1.713
H 6.181 0.563 -1.032
H 4.547 3.044 -0.064
H 4.369 0.315 0.558
H 3.464 1.580 1.295
O 1.501 2.930 2.398
S 2.137 4.184 2.743
O 3.422 4.217 3.450
O 2.235 5.055 1.367
C 1.664 6.319 1.433
C 0.500 6.116 2.460
O 1.021 5.214 3.356
H 2.348 7.061 1.844
H 1.336 6.622 0.439
H -0.339 5.693 1.907
H 0.056 6.973 2.968
O -0.412 3.686 -0.274
S -1.844 3.723 0.132
O -2.134 4.148 1.526
O -2.975 4.337 -0.885
C -4.288 3.878 -0.636
C -3.985 2.442 -0.115
O -2.617 2.325 -0.076
H -4.774 4.632 -0.016
H -4.818 3.765 -1.581
H -4.535 1.707 -0.703
H -4.446 2.291 0.861
O 1.888 -1.104 4.421
S 2.810 -1.919 3.653
O 2.332 -2.380 2.350
O 4.317 -1.240 3.464
C 5.151 -1.589 4.537
C 4.710 -2.993 4.894
O 3.381 -3.183 4.547
H 6.169 -1.586 4.147
H 5.106 -0.854 5.341
H 4.849 -3.158 5.962
H 5.332 -3.746 4.412
O -7.161 -0.621 2.659
S -5.764 -0.576 2.168
O -5.483 -0.718 0.722
O -5.010 0.828 2.749
C -3.677 0.522 3.123
C -3.677 -0.908 3.542
O -4.723 -1.600 2.974
H -3.012 0.635 2.267
H -3.525 1.226 3.941
H -3.636 -0.909 4.631
H -2.730 -1.435 3.430
O 2.241 2.539 -1.111
S 2.183 2.933 -2.491
O 3.079 2.327 -3.474
O 0.648 2.738 -3.121
C 0.251 3.933 -3.859
C 1.004 5.072 -3.167
O 2.212 4.568 -2.705
H 0.541 3.887 -4.909
H -0.830 4.068 -3.855
H 0.528 5.379 -2.235
H 1.108 6.012 -3.709
O 2.737 -6.213 2.454
S 1.447 -6.105 1.713
O 0.782 -7.344 1.284
O 0.368 -4.977 2.315
C -0.449 -4.519 1.268
C 0.426 -4.547 -0.041
O 1.603 -5.180 0.339
H -1.358 -5.115 1.197
H -0.899 -3.597 1.636
H 0.681 -3.525 -0.324
H -0.052 -5.064 -0.873
*
```

The LUMO energy is -0.54 eV. The SMILES is C[C@H]1COC(=O)O1.C[C@H]1COC(=O)O1.C[C@H]1COC(=O)O1.C[C@H]1COC(=O)O1.O=S1(=O)OCCO1.O=S1(=O)OCCO1.O=S1(=O)OCCO1.O=S1(=O)OCCO1.O=S1(=O)OCCO1.O=S1(=O)OCCO1. Its molar mass is 1153.1 g mol⁻¹. The HOMO-LUMO gap comes out at 0.3696 Ha.



(3)
ORCA calculation (ωB97M-V/def2-TZVPD) on a molecular structure, C28H49AlBeClF5N3NaO8P.

Structure (ORCA input):
```
! RIJCOSX wB97M-V def2-TZVPD def2/J DEFGRID3
* xyz 1 1
C -1.301 0.765 -1.474
C -2.287 1.704 -1.221
C -3.756 1.149 -1.274
C -4.315 0.741 0.024
C -5.681 0.188 0.079
C -6.408 0.067 -1.167
C -5.858 0.468 -2.480
C -4.497 1.025 -2.558
P -3.924 1.467 -4.260
O -4.833 2.497 -4.891
O -2.384 2.089 -4.322
O -3.886 0.111 -5.235
C -6.907 0.208 -3.629
O -6.874 0.568 -4.760
N -7.938 -0.537 -2.937
C -7.851 -0.462 -1.488
O -8.682 -0.708 -0.681
H -0.211 0.962 -1.314
H -1.611 -0.225 -1.906
H -2.049 2.781 -1.028
H -3.713 0.837 0.956
H -6.165 -0.137 1.027
H -2.407 2.775 -5.023
H -3.917 0.496 -6.143
H -7.664 -1.513 -3.125
Na -0.541 1.362 -3.735
C 4.533 -0.228 -1.202
C 3.991 0.635 -0.070
N 2.950 -0.019 0.737
C 2.267 0.893 1.645
C 3.092 1.531 2.776
C 3.299 -1.310 1.312
C 4.507 -1.365 2.250
H 3.732 -0.556 -1.869
H 5.246 0.348 -1.794
H 5.060 -1.110 -0.830
H 3.568 1.532 -0.530
H 4.835 0.969 0.549
H 1.404 0.384 2.086
H 1.831 1.702 1.037
H 3.279 0.823 3.582
H 2.535 2.371 3.217
H 4.051 1.926 2.426
H 3.472 -2.014 0.493
H 2.427 -1.718 1.835
H 5.353 -0.782 1.882
H 4.847 -2.401 2.351
H 4.254 -1.017 3.251
F -11.470 3.227 -3.566
Al -11.159 1.931 -2.439
F -12.544 1.710 -1.402
F -9.751 2.323 -1.468
F -10.850 0.455 -3.322
Be 2.602 3.258 1.441
C -5.814 1.652 -10.026
C -5.284 1.651 -8.572
C -5.357 3.111 -8.013
O -4.021 1.299 -8.582
H -5.235 2.309 -10.680
H -5.792 0.647 -10.451
H -6.851 1.998 -10.047
H -6.004 1.063 -7.980
H -4.763 3.816 -8.598
H -5.006 3.147 -6.983
H -6.391 3.465 -8.025
C 7.691 0.561 3.680
C 7.395 1.601 2.610
C 8.458 2.687 2.588
O 6.117 2.190 2.857
H 7.702 1.017 4.673
H 6.914 -0.209 3.693
H 8.656 0.081 3.507
H 7.344 1.117 1.631
H 8.494 3.214 3.546
H 8.229 3.432 1.824
H 9.446 2.269 2.384
H 6.151 2.622 3.721
Cl -3.382 4.251 -3.596
F -0.275 -2.662 6.094
C 0.419 -3.566 5.396
C 1.372 -3.135 4.487
C 2.097 -4.074 3.764
C 1.855 -5.433 3.949
C 0.890 -5.853 4.862
C 0.171 -4.913 5.595
H 1.541 -2.074 4.350
H 2.850 -3.749 3.056
H 2.419 -6.164 3.381
H 0.698 -6.911 5.003
H -0.578 -5.220 6.315
N 3.516 -6.370 7.349
H 3.074 -5.951 6.520
H 3.879 -5.628 7.955
H 2.822 -6.920 7.863
H 4.285 -6.978 7.056
O 9.169 1.531 6.507
H 9.763 0.778 6.410
H 9.636 2.119 7.112
*
```

The LUMO energy is -6.94 eV. Its molar mass is 776.1 g mol⁻¹. The HOMO-LUMO gap comes out at 0.0602 Ha.